(1)
The following is a DFT calculation (the ωB97M-V functional and the def2-TZVPD basis) of C25H18F3MoN4O4STe as an isolated structure at a distorted geometry.

```
57
C25H18F3MoN4O4STe (the ωB97M-V functional and the def2-TZVPD basis)
Mo -1.66129 1.07178 -0.37432
O 4.99541 -3.01932 -0.61472
C 4.90981 -1.94912 0.18098
O 5.81151 -1.60082 0.88268
C 3.60431 -1.20852 0.15718
C 2.38651 -1.87742 0.17368
C 1.20381 -1.17362 0.30558
C 1.23971 0.21148 0.40548
C 2.45861 0.89038 0.36078
C 3.63341 0.17978 0.24418
N 0.06401 0.93508 0.70728
C 0.12311 1.57808 1.85148
C -0.99739 2.34968 2.21158
C -1.06079 3.12738 3.37968
C -2.20849 3.83138 3.64798
C -3.27579 3.73188 2.74718
C -3.14409 2.95648 1.61638
N -2.02489 2.27818 1.32038
H 4.21791 -3.15212 -1.17302
H 2.35001 -2.95612 0.15128
H 0.26281 -1.70232 0.39928
H 2.46711 1.96958 0.44108
H 4.58541 0.68598 0.25758
H 0.99411 1.51488 2.49528
H -0.20439 3.14848 4.03628
H -2.29149 4.44368 4.53058
H -4.19779 4.25848 2.93068
H -3.96509 2.88168 0.91208
F -2.00349 -4.16702 -1.55102
C -3.21519 -3.78602 -1.12322
F -3.85289 -3.26692 -2.17562
F -3.87139 -4.88772 -0.75642
C -3.09369 -2.79042 0.00818
C -3.64519 -3.01382 1.25498
C -3.48319 -2.05072 2.25188
C -2.81439 -0.88122 1.95448
N -2.28559 -0.65142 0.74918
C -2.39349 -1.59382 -0.21192
S -1.55139 -1.11502 -1.62162
H -4.19239 -3.92372 1.44808
H -3.88319 -2.20952 3.23918
H -2.66379 -0.11262 2.70308
O -3.57849 1.05268 -1.13352
N -3.65919 2.26698 -1.47762
O -2.55679 2.84168 -1.20482
Te -0.24539 2.05828 -2.44652
C 1.56201 0.96398 -2.77632
C 2.71721 1.72898 -2.90642
C 3.93261 1.12208 -3.15622
C 3.99761 -0.25462 -3.30302
C 2.84541 -1.01622 -3.18912
C 1.62501 -0.41442 -2.93372
H 2.65041 2.80398 -2.82182
H 4.82591 1.72138 -3.25422
H 4.94061 -0.72832 -3.53142
H 2.88811 -2.08582 -3.33282
H 0.72801 -1.01572 -2.88642
```

## Properties
HOMO-LUMO gap (spin up / spin down) ... 6.073 / 5.322 eV
Lowest unoccupied orbital energy (spin up / spin down) ... -4.676 / -5.498 eV
Expectation value of S² ... 2.04
Spin multiplicity ... 3
Electronic energy ... -2517.24709 Ha
Charge ... +1


(2)
The following is a DFT calculation (the ωB97M-V functional and the def2-TZVPD basis) of C25H18IN13STi as an isolated structure.

```
59
C25H18IN13STi (the ωB97M-V functional and the def2-TZVPD basis)
Ti -0.18702 0.91763 0.13815
N 3.79690 0.38245 -1.89985
C 2.48664 0.48009 -1.53539
S 1.89204 1.97748 -0.97661
N 1.77776 -0.60953 -1.74290
N 0.47116 -0.46806 -1.41794
C -0.33475 -1.34557 -1.92909
C 0.09866 -2.40487 -2.87215
C 0.51587 -2.06969 -4.15656
C 0.88695 -3.06293 -5.04899
C 0.85151 -4.39672 -4.66276
C 0.44372 -4.73423 -3.38108
C 0.06486 -3.74104 -2.48838
C -1.73749 -1.23330 -1.53818
C -2.74635 -1.98800 -2.13205
C -4.05223 -1.79832 -1.72069
C -4.31721 -0.86610 -0.72966
C -3.26121 -0.15434 -0.18859
N -1.99874 -0.32688 -0.57414
H 4.31258 1.23760 -1.99324
H 4.04081 -0.39380 -2.49207
H 0.54945 -1.02607 -4.44296
H 1.20678 -2.79686 -6.04857
H 1.14404 -5.17112 -5.36086
H 0.42182 -5.77162 -3.07158
H -0.25027 -4.00149 -1.48471
H -2.49743 -2.69568 -2.90938
H -4.85418 -2.36855 -2.17173
H -5.32126 -0.68231 -0.37557
H -3.42466 0.57832 0.58853
N -2.11021 3.82675 0.82516
C -2.21746 2.80870 1.75559
N -2.89409 2.90329 2.88503
N -2.73268 1.69981 3.46968
N -2.00785 0.93007 2.73673
N -1.65897 1.60553 1.61653
C -1.88941 3.52352 -0.50589
N -2.33944 4.24020 -1.51690
N -1.90221 3.58304 -2.61179
N -1.24194 2.53216 -2.28009
N -1.19774 2.46199 -0.92951
H -2.74343 4.59561 0.97405
I 0.19897 -1.75156 1.65702
C 1.43433 -0.84766 3.08396
C 1.94123 -1.62541 4.08183
C 2.72649 -1.02888 5.08944
C 2.93597 0.31821 5.07095
C 2.39764 1.13342 4.04449
C 2.57139 2.53366 4.07491
C 2.02400 3.30534 3.09097
C 1.33973 2.70192 2.01985
C 1.13643 1.34135 1.90536
C 1.64655 0.55146 2.97820
H 1.73458 -2.68682 4.11144
H 3.13683 -1.64525 5.87926
H 3.51211 0.79680 5.85506
H 3.12855 2.97432 4.89404
H 2.12787 4.38387 3.11759
H 0.96399 3.36810 1.24602
```

## Properties
HOMO-LUMO gap (spin up / spin down) ... 6.469 / 6.642 eV
Lowest unoccupied orbital energy (spin up / spin down) ... 1.811 / 1.672 eV
Expectation value of S² ... 0.76
Spin multiplicity ... 2
Electronic energy ... -3220.81222 Ha
Charge ... -1


(3)
The following is a DFT calculation (the ωB97M-V functional and the def2-TZVPD basis) of C25H18MnN3S3 as an isolated structure.

```
50
C25H18MnN3S3 (the ωB97M-V functional and the def2-TZVPD basis)
Mn -1.13465 -0.85492 0.91887
C 2.38589 -2.30636 -3.77041
C 3.12596 -1.03609 -3.32761
C 2.38711 0.20068 -3.85900
C 4.52928 -1.05856 -3.93353
C 3.15603 -0.98040 -1.80010
C 4.35887 -0.94895 -1.07240
C 4.39432 -0.89203 0.30737
C 3.18606 -0.86495 0.99030
S 2.88352 -0.77885 2.70077
C 1.20295 -0.79833 2.39568
N 0.87056 -0.86929 1.12814
C 1.97952 -0.90048 0.28989
C 1.96035 -0.95741 -1.09809
C 0.12007 -0.70840 3.37191
C 0.30806 -0.72568 4.74648
C -0.79089 -0.62183 5.58673
C -2.06738 -0.50023 5.05773
C -2.26701 -0.48236 3.68011
C -1.17608 -0.59738 2.83348
H 2.36337 -2.36075 -4.85963
H 1.35321 -2.31982 -3.41802
H 2.88517 -3.20122 -3.39535
H 2.36150 0.17657 -4.94927
H 2.88948 1.11899 -3.55055
H 1.35576 0.24180 -3.50464
H 4.44870 -1.09859 -5.01990
H 5.09654 -1.93454 -3.61424
H 5.09693 -0.16169 -3.67971
H 5.29959 -0.96837 -1.60180
H 5.33861 -0.86725 0.83369
H 1.01128 -0.97760 -1.62175
H 1.30428 -0.82100 5.16149
H -0.64956 -0.63398 6.65861
H -2.91934 -0.41731 5.71922
H -3.26845 -0.38047 3.28600
S -3.30409 -1.04601 0.47879
C -3.80360 0.57975 0.34710
C -5.17012 0.90831 0.22222
C -5.55111 2.21806 0.10147
C -6.94373 2.54278 -0.02294
N -8.05870 2.79370 -0.12920
C -4.57475 3.26115 0.09959
C -3.24351 2.96023 0.21804
C -2.83934 1.61695 0.34053
S -1.18303 1.22001 0.46958
C -4.98586 4.63017 -0.02456
N -5.30289 5.72817 -0.13202
H -5.91395 0.12343 0.22195
H -2.50491 3.75032 0.21897
```

## Properties
HOMO-LUMO gap (spin up / spin down) ... 5.996 / 5.802 eV
Lowest unoccupied orbital energy (spin up / spin down) ... -6.013 / -6.210 eV
Expectation value of S² ... 0.82
Spin multiplicity ... 2
Electronic energy ... -3473.00591 Ha
Charge ... +1


(4)
The following is a DFT calculation (the ωB97M-V functional and the def2-TZVPD basis) of C25H19AsCoNO2S6 as an isolated structure at a distorted geometry.

```
55
C25H19AsCoNO2S6 (the ωB97M-V functional and the def2-TZVPD basis)
Co -0.46481 1.57026 0.84055
C -4.93443 2.19443 0.10838
C -3.54161 1.61888 0.22537
S -2.25675 2.76289 0.61366
C -3.23846 0.33842 0.04250
C -4.22682 -0.73912 -0.31794
S -1.56327 -0.18997 0.17061
H -4.89526 3.28370 0.10384
H -5.56747 1.89675 0.95007
H -5.43160 1.87580 -0.81112
H -5.25255 -0.42010 -0.12439
H -4.03845 -1.64820 0.25702
H -4.15055 -1.01945 -1.37384
O 5.82804 3.62097 -0.47505
C 4.69936 3.27553 -0.25044
S 3.42912 4.36740 0.32733
C 2.14301 3.18308 0.42593
C 2.47951 1.87891 0.06488
S 1.36893 0.62876 -0.00089
S 4.13383 1.60106 -0.43184
S 0.59153 3.62377 0.85571
O -0.03055 0.07297 2.97336
N -0.27936 1.10589 2.50180
C 3.01255 -7.13617 0.04242
C 1.63558 -7.16722 -0.12002
C 0.90313 -5.98413 -0.14774
C 1.54290 -4.75690 -0.00977
C 2.92515 -4.73586 0.16950
C 3.65755 -5.91418 0.18641
As 0.60396 -3.02124 0.01497
C 1.11223 -2.53363 -1.80850
C 2.31831 -1.99522 -2.22842
C 2.50031 -1.68148 -3.56858
C 1.46895 -1.89171 -4.47921
C 0.25939 -2.42366 -4.05899
C 0.07830 -2.75191 -2.71924
C -1.14878 -3.34144 -2.13380
C -2.31776 -3.63649 -2.82685
C -3.39888 -4.18805 -2.15503
C -3.32527 -4.43791 -0.78816
C -2.16527 -4.12903 -0.08790
C -1.07849 -3.59637 -0.76433
H 3.58081 -8.05792 0.05926
H 1.12373 -8.11553 -0.23309
H -0.16921 -6.02392 -0.29292
H 3.44187 -3.79040 0.29751
H 4.73227 -5.87939 0.31745
H 3.11109 -1.79743 -1.51663
H 3.43862 -1.25454 -3.89982
H 1.60735 -1.62907 -5.52057
H -0.53918 -2.57630 -4.77501
H -2.39195 -3.43201 -3.88793
H -4.30915 -4.41240 -2.69724
H -4.17859 -4.85338 -0.26663
H -2.12081 -4.29130 0.98270
```

## Properties
HOMO-LUMO gap (spin up / spin down) ... 6.346 / 4.728 eV
Lowest unoccupied orbital energy (spin up / spin down) ... 2.543 / 1.042 eV
Expectation value of S² ... 0.85
Spin multiplicity ... 2
Electronic energy ... -7177.02900 Ha
Charge ... -1


Please write out number 3 again, unchanged.
The following is a DFT calculation (the ωB97M-V functional and the def2-TZVPD basis) of C25H18MnN3S3 as an isolated structure.

```
50
C25H18MnN3S3 (the ωB97M-V functional and the def2-TZVPD basis)
Mn -1.13465 -0.85492 0.91887
C 2.38589 -2.30636 -3.77041
C 3.12596 -1.03609 -3.32761
C 2.38711 0.20068 -3.85900
C 4.52928 -1.05856 -3.93353
C 3.15603 -0.98040 -1.80010
C 4.35887 -0.94895 -1.07240
C 4.39432 -0.89203 0.30737
C 3.18606 -0.86495 0.99030
S 2.88352 -0.77885 2.70077
C 1.20295 -0.79833 2.39568
N 0.87056 -0.86929 1.12814
C 1.97952 -0.90048 0.28989
C 1.96035 -0.95741 -1.09809
C 0.12007 -0.70840 3.37191
C 0.30806 -0.72568 4.74648
C -0.79089 -0.62183 5.58673
C -2.06738 -0.50023 5.05773
C -2.26701 -0.48236 3.68011
C -1.17608 -0.59738 2.83348
H 2.36337 -2.36075 -4.85963
H 1.35321 -2.31982 -3.41802
H 2.88517 -3.20122 -3.39535
H 2.36150 0.17657 -4.94927
H 2.88948 1.11899 -3.55055
H 1.35576 0.24180 -3.50464
H 4.44870 -1.09859 -5.01990
H 5.09654 -1.93454 -3.61424
H 5.09693 -0.16169 -3.67971
H 5.29959 -0.96837 -1.60180
H 5.33861 -0.86725 0.83369
H 1.01128 -0.97760 -1.62175
H 1.30428 -0.82100 5.16149
H -0.64956 -0.63398 6.65861
H -2.91934 -0.41731 5.71922
H -3.26845 -0.38047 3.28600
S -3.30409 -1.04601 0.47879
C -3.80360 0.57975 0.34710
C -5.17012 0.90831 0.22222
C -5.55111 2.21806 0.10147
C -6.94373 2.54278 -0.02294
N -8.05870 2.79370 -0.12920
C -4.57475 3.26115 0.09959
C -3.24351 2.96023 0.21804
C -2.83934 1.61695 0.34053
S -1.18303 1.22001 0.46958
C -4.98586 4.63017 -0.02456
N -5.30289 5.72817 -0.13202
H -5.91395 0.12343 0.22195
H -2.50491 3.75032 0.21897
```

## Properties
HOMO-LUMO gap (spin up / spin down) ... 5.996 / 5.802 eV
Lowest unoccupied orbital energy (spin up / spin down) ... -6.013 / -6.210 eV
Expectation value of S² ... 0.82
Spin multiplicity ... 2
Electronic energy ... -3473.00591 Ha
Charge ... +1